Run one
Molecular formula: C2H4N4O
Method: DFT, the ωB97M-V functional and the def2-TZVPD basis

Computed properties:
Net charge: 0
E_LUMO, hartree: 0.0189
Structure (SMILES): Nc1n[nH]c(O)n1

Each line ends with the natural charge from an NBO analysis.
Geometry (Å):
1 O 1.91338 0.55756 1.54076  -0.6831
2 N 0.00742 1.22207 0.52483  -0.3950
3 N -1.26330 -1.31102 -1.39929  -0.8070
4 N -0.92269 0.84061 -0.40638  -0.3519
5 N 0.52992 -0.86012 0.11412  -0.5375
6 C -0.56894 -0.42659 -0.59002  0.4662
7 C 0.84743 0.22859 0.76883  0.6180
8 H 0.32696 2.11805 0.87026  0.4147
9 H -1.87805 -0.86664 -2.06665  0.3885
10 H -0.66653 -2.00465 -1.83141  0.3910
11 H 1.67441 0.50215 2.47494  0.4961


Run two
Molecular formula: C2H4N4O
Method: DFT, the ωB97M-V functional and the def2-TZVPD basis

Computed properties:
Net charge: 0
E_LUMO, hartree: 0.0141

Each line ends with the natural charge from an NBO analysis.
Geometry (Å):
1 O -2.53534 0.59952 0.13966  -0.6782
2 N -1.28468 -1.34459 -0.05612  -0.7658
3 N 2.23668 0.29322 -0.05842  -0.5165
4 N 1.47033 -1.05548 -0.11093  -0.2557
5 N -0.24750 0.75587 0.04595  -0.6521
6 C 0.80581 0.03318 -0.02799  0.5505
7 C -1.37115 -0.08022 0.03674  0.6688
8 H -2.19971 -1.78191 -0.03676  0.3548
9 H 2.69047 0.57086 -0.92196  0.4008
10 H 2.74847 0.46976 0.79930  0.4010
11 H -2.31337 1.53979 0.19053  0.4923


run one is favored, and the nearest alternative lies 2.466 eV above it.


Run one
Molecular formula: C4H11NO
Method: DFT, the ωB97M-V functional and the def2-TZVPD basis

Computed properties:
Net charge: 0
E_LUMO, hartree: 0.0287
Structure (SMILES): C1CCNC1.O

Each line ends with the natural charge from an NBO analysis.
Geometry (Å):
1 O -3.25089 0.56755 0.68819  -0.9503
2 N 0.95810 -0.62913 1.05703  -0.5935
3 C 1.99744 -0.57904 -0.00780  -0.2457
4 C -0.33907 -0.50642 0.30026  -0.2441
5 C 1.49952 0.36242 -1.12354  -0.4352
6 C -0.03034 0.52311 -0.80296  -0.4336
7 H 2.01481 1.34929 -1.17732  0.2064
8 H -0.41852 -1.46157 -0.22701  0.1856
9 H -0.65260 0.16744 -1.61741  0.2047
10 H -1.10348 -0.10940 1.01637  0.2377
11 H -2.78459 1.31334 0.30812  0.4753
12 H 1.64934 -0.09394 -2.11287  0.2091
13 H 2.12235 -1.59168 -0.42102  0.1832
14 H -0.37372 1.51623 -0.51746  0.1908
15 H 2.98461 -0.25508 0.30519  0.2034
16 H -3.87486 0.17412 0.07382  0.4804
17 H 1.05844 0.32998 1.51514  0.3256


Run two
Molecular formula: C4H11NO
Method: DFT, the ωB97M-V functional and the def2-TZVPD basis

Computed properties:
Net charge: 0
E_LUMO, hartree: 0.0288
Structure (SMILES): CC(C)(N)CO

Each line ends with the natural charge from an NBO analysis.
Geometry (Å):
1 O 0.68206 -1.27040 1.46753  -0.7679
2 N -0.03368 1.55000 -0.78746  -0.7986
3 C 1.02530 0.13073 0.88579  -0.0694
4 C 0.05279 0.30710 -0.07171  -0.0611
5 C -1.40736 0.21129 0.32080  -0.5946
6 C 0.07659 -0.84988 -0.99459  -0.6012
7 H -0.35502 -1.73365 -0.34732  0.2096
8 H 0.35514 2.12353 0.01410  0.3437
9 H -1.93922 0.28552 -0.72295  0.2373
10 H 0.62216 0.73554 1.91249  0.2130
11 H -1.46947 1.27299 0.79865  0.1957
12 H 0.85183 -2.08443 0.73060  0.4704
13 H 1.00040 -1.12478 -1.38156  0.1931
14 H -1.79474 -0.56739 1.09417  0.2347
15 H -0.58595 -0.87059 -1.92741  0.2280
16 H 2.11238 0.11721 0.50882  0.2137
17 H 0.80678 1.76721 -1.49994  0.3537


run one is favored, and the nearest alternative lies 3.226 eV above it.


Run one
Molecular formula: C4H11NO
Method: DFT, the ωB97M-V functional and the def2-TZVPD basis

Computed properties:
Net charge: 0
E_LUMO, hartree: 0.0319
Structure (SMILES): CC(N)=O.CC

Each line ends with the natural charge from an NBO analysis.
Geometry (Å):
1 O 1.41227 -0.52461 -0.46357  -0.6165
2 N 0.11517 -0.39869 -2.29636  -0.8202
3 C 0.60144 0.09886 -1.12503  0.6684
4 C -1.56292 -0.62968 1.83296  -0.6095
5 C -0.25820 -0.13757 2.45263  -0.6166
6 C 0.18115 1.48689 -0.75914  -0.7382
7 H 0.33095 -1.34169 -2.57041  0.4068
8 H -0.37782 0.77100 3.03757  0.1990
9 H -2.36496 -0.55199 2.57500  0.1991
10 H -1.90725 0.05419 1.04945  0.1908
11 H -0.52758 0.15864 -2.83410  0.3900
12 H -0.71686 1.92498 -1.19602  0.2172
13 H -1.59898 -1.62900 1.40911  0.2098
14 H 0.24039 -0.92639 3.01429  0.2090
15 H 0.93662 2.25655 -0.94972  0.2465
16 H 0.40632 0.11744 1.64302  0.2169
17 H 0.13513 1.53092 0.32654  0.2476


Run two
Molecular formula: C4H11NO
Method: DFT, the ωB97M-V functional and the def2-TZVPD basis

Computed properties:
Net charge: 0
E_LUMO, hartree: 0.0392
Structure (SMILES): C[C@H](O)CCN

Each line ends with the natural charge from an NBO analysis.
Geometry (Å):
1 O 1.46778 -0.60025 -0.62156  -0.7158
2 N -1.41090 -0.91906 -1.22860  -0.8357
3 C 0.71103 -0.10527 0.47728  0.0988
4 C -0.46086 0.84277 -0.02238  -0.4255
5 C -1.72072 -0.01809 -0.11667  -0.2207
6 C 1.43520 0.66489 1.59550  -0.6518
7 H 0.90381 0.57405 2.52593  0.2194
8 H 1.65748 1.74061 1.32547  0.2004
9 H -2.09504 -0.43950 0.86445  0.1972
10 H 2.45916 0.28156 1.99372  0.2158
11 H 1.90843 0.07165 -1.13407  0.4612
12 H -0.18097 1.07311 -1.02535  0.1932
13 H -1.11952 -0.41645 -2.07002  0.3614
14 H -0.52140 1.74473 0.60016  0.2090
15 H -2.34646 -1.46142 -1.45309  0.3551
16 H 0.20489 -0.97060 0.88603  0.1824
17 H -2.57628 0.69118 -0.34934  0.1556


run one is favored, and the nearest alternative lies 1.589 eV above it.


Run one
Molecular formula: C3H9N2O
Method: DFT, the ωB97M-V functional and the def2-TZVPD basis

Computed properties:
Net charge: -1
E_LUMO, hartree: 0.1654

Each line ends with the natural charge from an NBO analysis.
Geometry (Å):
1 O -1.08612 -0.79191 -0.90220  -0.8804
2 N -2.44829 1.05370 -1.48669  -0.8735
3 N 0.75583 -1.42414 0.72494  -0.8990
4 C 2.16503 0.52922 1.04828  -0.6836
5 C -1.16159 0.56732 -0.98394  0.1116
6 C 1.68200 -0.69760 1.38461  0.0523
7 H -0.96664 1.05878 -0.00826  0.1144
8 H -0.38772 1.00166 -1.65039  0.0964
9 H -3.18232 0.69705 -0.89130  0.3372
10 H 1.81705 1.02679 0.15390  0.1865
11 H 0.48548 -2.26296 1.22086  0.3282
12 H -2.57452 0.64939 -2.40402  0.3363
13 H 3.00418 0.91549 1.61055  0.1716
14 H 2.07080 -1.17702 2.28764  0.1357
15 H -0.17316 -1.14577 -0.10398  0.4662


Run two
Molecular formula: C3H9N2O
Method: DFT, the ωB97M-V functional and the def2-TZVPD basis

Computed properties:
Net charge: -1
E_LUMO, hartree: 0.1505
Structure (SMILES): NCCNC[O-]

Each line ends with the natural charge from an NBO analysis.
Geometry (Å):
1 O -0.81752 -1.06496 -2.58344  -0.9318
2 N -0.01688 -0.29818 -0.52478  -0.7358
3 N 0.79369 1.73239 1.83144  -0.8697
4 C -1.23599 -0.47352 -1.48697  0.1636
5 C 1.14366 0.35717 1.53221  -0.2062
6 C -0.01035 -0.46617 0.92558  -0.2271
7 H -1.57547 0.57079 -1.65337  0.0660
8 H -0.96176 -0.20616 1.36605  0.1822
9 H 2.01050 0.24182 0.82027  0.1549
10 H -1.95402 -1.10953 -0.90421  0.0513
11 H 0.33054 -1.51088 1.14766  0.1409
12 H 0.89765 -0.50053 -0.89497  0.3506
13 H -0.06807 1.97462 1.35395  0.3580
14 H 1.41762 2.49898 1.62886  0.3509
15 H 1.64189 -0.02175 2.43941  0.1522


run one is favored, and the nearest alternative lies 0.972 eV above it.


Run one
Molecular formula: C4H10O2
Method: DFT, the ωB97M-V functional and the def2-TZVPD basis

Computed properties:
Net charge: 0
E_LUMO (alpha / beta), hartree: -0.0161 / -0.0064

Each line ends with the natural charge from an NBO analysis.
Geometry (Å):
1 O 0.48064 1.37009 0.09275  -0.3639
2 O 1.45205 2.65865 -0.86447  -0.6171
3 C 0.42443 0.77268 -1.05424  0.0814
4 C -0.37444 -0.68737 -0.07583  -0.0990
5 C 0.59928 -1.31153 0.88481  -0.6449
6 C -1.72087 -0.31283 0.47742  -0.6443
7 H 0.24368 -2.31005 1.16897  0.2183
8 H 1.31592 0.31555 -1.49798  0.1656
9 H -0.35963 1.07293 -1.75606  0.1661
10 H -2.31105 0.25040 -0.24813  0.2201
11 H 1.58655 -1.43293 0.43457  0.2175
12 H 2.32485 2.52451 -0.45790  0.4389
13 H 0.70282 -0.71608 1.79254  0.2208
14 H -1.62845 0.28485 1.38473  0.2210
15 H -2.28001 -1.22421 0.72489  0.2160
16 H -0.45574 -1.25467 -1.00607  0.2037


Run two
Molecular formula: C4H10O2
Method: DFT, the ωB97M-V functional and the def2-TZVPD basis

Computed properties:
Net charge: 0
E_LUMO (alpha / beta), hartree: 0.0246 / 0.0363

Each line ends with the natural charge from an NBO analysis.
Geometry (Å):
1 O 1.32265 -0.31644 0.25754  -0.3561
2 O -1.25788 1.57436 -0.69100  -0.7322
3 C 1.78849 0.93494 0.24579  -0.2851
4 C 0.05450 -2.25413 -0.30219  -0.6802
5 C 0.54400 -0.87954 -0.58596  0.1638
6 C -1.51363 1.17439 0.64432  -0.2606
7 H 0.20850 -0.28789 -1.43393  0.1743
8 H -0.57440 1.00546 1.19188  0.1793
9 H 0.44898 -2.98433 -1.02185  0.2218
10 H -2.10522 1.92741 1.18739  0.1635
11 H -0.55185 2.23131 -0.64916  0.4682
12 H 1.81321 1.42017 -0.72675  0.1469
13 H -1.04104 -2.29703 -0.36938  0.2215
14 H 0.35921 -2.56503 0.70154  0.2292
15 H 2.59609 1.07105 0.95307  0.1713
16 H -2.09162 0.24530 0.59870  0.1744


run two is favored, and the nearest alternative lies 1.466 eV above it.


Run one
Molecular formula: C4H10O2
Method: DFT, the ωB97M-V functional and the def2-TZVPD basis

Computed properties:
Net charge: 0
E_LUMO, hartree: 0.0263

Each line ends with the natural charge from an NBO analysis.
Geometry (Å):
1 O -0.10250 -0.92217 -1.34415  -0.6633
2 O 2.66564 0.46195 -0.51894  -0.7313
3 C -2.10381 -0.33398 -0.05169  -0.6583
4 C -1.12366 0.14510 0.85048  -0.3198
5 C 1.37225 0.67738 0.02972  -0.0870
6 C 0.54710 -0.58851 -0.14129  -0.2422
7 H -2.73782 0.39918 -0.55057  0.2319
8 H 1.24402 -1.10717 -0.96275  0.4659
9 H -1.34676 -0.70249 -1.00034  0.3401
10 H 1.44155 0.89873 1.10602  0.1715
11 H 0.86771 1.51542 -0.47015  0.1762
12 H -2.63171 -1.24445 0.23681  0.2230
13 H -0.91207 1.21366 0.84185  0.1983
14 H -0.97626 -0.32475 1.81821  0.2036
15 H 3.16687 1.28443 -0.46059  0.4711
16 H 0.62944 -1.37234 0.61738  0.2205


Run two
Molecular formula: C4H10O2
Method: DFT, the ωB97M-V functional and the def2-TZVPD basis

Computed properties:
Net charge: 0
E_LUMO, hartree: 0.0374
Structure (SMILES): CC(C)OCO

Each line ends with the natural charge from an NBO analysis.
Geometry (Å):
1 O -0.01322 0.83330 -0.39747  -0.5469
2 O 1.98504 2.21362 -0.23077  -0.7189
3 C -0.75091 -0.80272 1.11831  -0.6501
4 C 0.84909 1.61181 0.44029  0.2166
5 C 0.01647 -0.51012 -0.15371  0.1054
6 C -0.63417 -1.30673 -1.38867  -0.6159
7 H -0.16591 -1.09420 -2.35440  0.2177
8 H -0.53115 -0.25170 2.06621  0.2146
9 H -1.63579 -0.90371 -1.42735  0.2085
10 H -0.66934 -2.39419 -1.15524  0.2121
11 H 1.01984 -0.81966 -0.03698  0.1616
12 H -0.64786 -1.82169 1.41279  0.2108
13 H -1.86039 -0.62324 1.03597  0.2099
14 H 0.18066 2.48521 0.84088  0.1444
15 H 1.21078 1.05583 1.32611  0.1605
16 H 1.64686 2.32819 -1.09597  0.4698


Run three
Molecular formula: C4H10O2
Method: DFT, the ωB97M-V functional and the def2-TZVPD basis

Computed properties:
Net charge: 0
E_LUMO, hartree: 0.0293
Structure (SMILES): CC(C)(O)CO

Each line ends with the natural charge from an NBO analysis.
Geometry (Å):
1 O -0.66295 -1.30459 -1.00793  -0.7235
2 O -0.74198 1.42293 1.44120  -0.7160
3 C -1.16194 0.37819 0.60364  -0.0758
4 C 0.49015 0.64548 -1.30953  -0.6216
5 C 1.03609 -0.84668 0.75436  -0.6476
6 C -0.01386 -0.30286 -0.24038  0.2157
7 H 0.58031 -1.59969 1.42525  0.2085
8 H -0.34306 0.83947 -2.01421  0.2261
9 H -1.95479 0.73897 -0.06812  0.1646
10 H 0.78528 1.62847 -0.81330  0.1904
11 H 1.55388 -0.00249 1.32823  0.2377
12 H -0.73136 -2.11404 -0.46534  0.4670
13 H 1.33020 0.19449 -1.87529  0.2232
14 H 1.83379 -1.36977 0.20911  0.2140
15 H -0.41861 2.15416 0.86430  0.4664
16 H -1.58116 -0.46206 1.16800  0.1709


Run four
Molecular formula: C4H10O2
Method: DFT, the ωB97M-V functional and the def2-TZVPD basis

Computed properties:
Net charge: 0
E_LUMO, hartree: 0.0374
Structure (SMILES): CO[C@@H](C)CO

Each line ends with the natural charge from an NBO analysis.
Geometry (Å):
1 O -0.75565 -0.68919 -2.28920  -0.7133
2 O 0.60768 -0.85660 0.19556  -0.5516
3 C 0.24535 -1.47090 1.41039  -0.2487
4 C -0.09168 0.38976 -1.67042  -0.0715
5 C 0.18089 1.51852 0.62494  -0.6406
6 C -0.19780 0.26359 -0.15461  0.0693
7 H 1.23928 1.76742 0.49300  0.2153
8 H 0.86675 -2.36356 1.52250  0.1953
9 H 0.41136 -0.82348 2.28467  0.1661
10 H -0.81298 -1.77197 1.39657  0.1662
11 H -0.42715 2.36395 0.28387  0.2159
12 H -0.39072 -1.48362 -1.87420  0.4705
13 H -0.58422 1.31406 -1.99198  0.1786
14 H -0.01026 1.38986 1.69682  0.2136
15 H -1.24863 0.01187 0.04546  0.1679
16 H 0.96778 0.44028 -1.97338  0.1670


run three is favored, and the nearest alternative lies 0.201 eV above it.


Run one
Molecular formula: C4H10O2
Method: DFT, the ωB97M-V functional and the def2-TZVPD basis

Computed properties:
Net charge: 0
E_LUMO, hartree: 0.0332
Structure (SMILES): C[C@@H](O)CCO

Each line ends with the natural charge from an NBO analysis.
Geometry (Å):
1 O -0.69764 -1.36295 1.42038  -0.7165
2 O -0.06663 0.99241 1.27306  -0.7479
3 C 1.50516 1.31258 -0.59634  -0.6162
4 C -0.63130 -0.15903 -0.73371  -0.4628
5 C -1.40552 -1.15193 0.18115  -0.0795
6 C 0.49332 0.43930 0.11788  0.1390
7 H 1.08067 2.20140 -1.06762  0.2129
8 H -0.50703 0.16146 1.67635  0.4868
9 H 0.25586 -1.31678 1.14994  0.4699
10 H -1.51754 -2.13593 -0.27828  0.1802
11 H 1.98154 0.70391 -1.37431  0.2094
12 H 2.27468 1.62971 0.11380  0.2237
13 H -2.40037 -0.77067 0.43591  0.1911
14 H -1.30444 0.61354 -1.12494  0.2197
15 H 1.12873 -0.48288 0.39791  0.0854
16 H -0.18950 -0.67414 -1.59120  0.2049


Run two
Molecular formula: C4H10O2
Method: DFT, the ωB97M-V functional and the def2-TZVPD basis

Computed properties:
Net charge: 0
E_LUMO, hartree: 0.0304
Structure (SMILES): C=CO.CCO

Each line ends with the natural charge from an NBO analysis.
Geometry (Å):
1 O -0.33459 -3.31927 -0.83872  -0.6826
2 O -0.97668 2.24858 0.09443  -0.7281
3 C 1.14760 1.19880 -0.47032  -0.6437
4 C -0.36208 -2.03834 -0.38159  0.1678
5 C -0.96731 -1.65486 0.71556  -0.5433
6 C 0.44405 2.33393 0.24526  -0.0634
7 H -0.93613 -3.90792 -0.36537  0.4767
8 H 1.01445 0.19451 -0.09849  0.1999
9 H -0.87548 -0.69184 1.18240  0.2037
10 H 0.84113 1.07015 -1.51806  0.2130
11 H 0.65209 2.35112 1.31193  0.1648
12 H 0.72994 3.23658 -0.27330  0.1820
13 H 2.22478 1.31658 -0.48585  0.2120
14 H -1.51116 -2.41716 1.26845  0.1923
15 H 0.26508 -1.45585 -1.02221  0.1847
16 H -1.35568 1.53501 0.63588  0.4642


Run three
Molecular formula: C4H10O2
Method: DFT, the ωB97M-V functional and the def2-TZVPD basis

Computed properties:
Net charge: 0
E_LUMO, hartree: 0.0290
Structure (SMILES): CC[C@@H](O)CO

Each line ends with the natural charge from an NBO analysis.
Geometry (Å):
1 O -0.76942 -1.38520 -2.13839  -0.7388
2 O 0.02562 0.93936 -1.15907  -0.7281
3 C 0.31248 1.60239 1.54910  -0.6054
4 C 0.39967 0.15959 1.05678  -0.4079
5 C -0.38542 -0.04406 -0.23263  0.0780
6 C -0.15679 -1.41778 -0.85382  -0.0830
7 H -0.72311 1.88237 1.77448  0.2011
8 H -0.32282 -2.01698 -2.71200  0.4785
9 H 0.02342 -0.53297 1.82179  0.2018
10 H 0.90991 1.74974 2.45462  0.2062
11 H 1.45069 -0.10076 0.87262  0.1986
12 H -0.59422 -2.21223 -0.23188  0.1681
13 H -0.31028 0.62888 -2.01376  0.4860
14 H 0.92489 -1.59384 -0.94217  0.1654
15 H 0.68020 2.28012 0.77446  0.2254
16 H -1.46481 0.06137 -0.02010  0.1541


run three is favored, and the nearest alternative lies 0.882 eV above it.